1.
{"formula": "C30H65Cl16InO3P", "method": "ωB97M-V/def2-TZVPD", "species": ["C", "C", "C", "In", "C", "C", "C", "C", "C", "C", "C", "C", "C", "C", "C", "P", "O", "O", "O", "H", "H", "H", "H", "H", "H", "H", "H", "H", "H", "H", "H", "H", "H", "H", "H", "H", "H", "H", "H", "H", "H", "H", "H", "H", "H", "H", "H", "H", "H", "H", "H", "H", "Cl", "C", "C", "Cl", "H", "H", "H", "H", "Cl", "C", "C", "Cl", "H", "H", "H", "H", "Cl", "C", "C", "Cl", "H", "H", "H", "H", "Cl", "C", "C", "Cl", "H", "H", "H", "H", "Cl", "C", "C", "Cl", "H", "H", "H", "H", "Cl", "C", "C", "Cl", "H", "H", "H", "H", "Cl", "C", "C", "Cl", "H", "H", "H", "H", "Cl", "C", "C", "Cl", "H", "H", "H", "H"], "positions_angstrom": [[2.172, -1.153, 1.467], [1.201, -0.534, 0.460], [0.603, -1.579, -0.497], [-1.396, -1.052, -1.303], [-3.047, -1.574, 0.101], [-2.961, -2.971, 0.738], [-2.188, -2.967, 2.062], [-3.067, -2.446, 3.207], [-1.642, -4.353, 2.394], [-1.526, 1.136, -1.704], [-1.487, 1.968, -0.404], [-2.712, 2.860, -0.180], [-2.419, 3.949, 0.874], [-3.923, 2.029, 0.242], [-1.593, -2.092, -3.344], [-2.896, -3.246, -3.549], [-3.103, -3.855, -4.882], [-4.251, -2.533, -3.040], [-2.660, -4.421, -2.453], [3.054, -1.543, 0.947], [1.703, -1.991, 1.987], [2.515, -0.437, 2.218], [1.769, 0.190, -0.130], [0.433, 0.022, 1.003], [0.601, -2.554, -0.010], [1.262, -1.682, -1.366], [-2.984, -0.834, 0.906], [-4.012, -1.390, -0.381], [-3.967, -3.366, 0.949], [-2.497, -3.704, 0.073], [-1.343, -2.278, 1.943], [-3.814, -1.750, 2.822], [-2.482, -1.911, 3.958], [-3.596, -3.271, 3.690], [-2.464, -5.072, 2.465], [-0.965, -4.694, 1.608], [-1.104, -4.343, 3.343], [-2.477, 1.300, -2.220], [-0.713, 1.443, -2.364], [-0.605, 2.619, -0.415], [-1.386, 1.341, 0.492], [-2.966, 3.345, -1.128], [-2.236, 4.916, 0.409], [-1.538, 3.660, 1.453], [-3.246, 4.043, 1.580], [-4.797, 2.676, 0.370], [-3.735, 1.524, 1.192], [-4.182, 1.280, -0.507], [-1.695, -1.315, -4.101], [-0.669, -2.641, -3.557], [-4.425, -2.752, -2.112], [-1.827, -4.286, -1.983], [3.278, -0.153, -2.457], [5.048, -0.056, -2.389], [5.547, 0.189, -0.987], [5.134, 1.818, -0.387], [5.375, 0.727, -3.069], [5.436, -1.012, -2.740], [6.633, 0.115, -0.971], [5.127, -0.532, -0.289], [-1.001, -4.612, 6.115], [0.699, -4.664, 6.653], [1.512, -3.569, 6.012], [1.724, -3.837, 4.267], [1.095, -5.647, 6.412], [0.697, -4.536, 7.735], [2.508, -3.531, 6.451], [1.035, -2.601, 6.140], [3.621, -4.932, -1.164], [2.607, -6.049, -0.211], [1.406, -6.527, -0.990], [0.247, -5.204, -1.256], [2.308, -5.529, 0.696], [3.231, -6.902, 0.052], [0.887, -7.302, -0.428], [1.693, -6.922, -1.962], [-1.765, -9.142, -5.405], [-2.910, -7.786, -5.654], [-3.486, -7.271, -4.366], [-4.586, -8.456, -3.594], [-3.686, -8.141, -6.327], [-2.355, -6.983, -6.134], [-4.058, -6.367, -4.569], [-2.707, -7.023, -3.651], [-1.951, 7.545, -0.626], [-3.590, 8.181, -0.899], [-4.326, 8.440, 0.391], [-4.730, 6.935, 1.253], [-4.123, 7.465, -1.519], [-3.483, 9.116, -1.447], [-5.265, 8.949, 0.179], [-3.732, 9.056, 1.062], [1.169, 5.772, -1.144], [2.753, 6.033, -1.916], [3.835, 5.166, -1.325], [4.224, 5.635, 0.354], [2.998, 7.087, -1.820], [2.637, 5.796, -2.973], [4.746, 5.281, -1.910], [3.552, 4.116, -1.313], [5.107, -2.753, 4.983], [5.421, -1.002, 5.113], [4.504, -0.326, 6.100], [2.815, -0.284, 5.541], [5.315, -0.578, 4.118], [6.452, -0.886, 5.444], [4.822, 0.707, 6.235], [4.524, -0.831, 7.063], [3.610, 9.055, -3.655], [2.361, 10.297, -3.930], [1.933, 10.954, -2.644], [1.035, 9.838, -1.589], [1.523, 9.815, -4.427], [2.793, 11.040, -4.598], [1.271, 11.788, -2.869], [2.791, 11.323, -2.087]], "forces_ev_per_a": [[0.03, -0.01, -0.06], [0.20, -0.25, -0.05], [-0.02, 0.24, -0.15], [-0.01, 0.21, -0.14], [0.25, -0.12, 0.03], [-0.23, 0.09, 0.10], [-0.03, 0.01, -0.02], [0.03, 0.15, -0.19], [0.05, 0.17, -0.02], [-0.02, -0.37, 0.42], [0.01, 0.20, -0.36], [-0.12, 0.04, 0.27], [-0.01, -0.42, -0.06], [-0.13, 0.14, -0.18], [0.08, -0.27, 0.38], [0.19, 0.00, -0.63], [-0.17, 0.01, 0.05], [-0.15, -0.38, 0.24], [0.01, 0.16, 0.10], [-0.02, -0.08, 0.00], [0.01, 0.03, 0.04], [0.01, 0.05, 0.04], [-0.21, 0.24, 0.05], [-0.01, 0.00, 0.03], [-0.11, -0.17, 0.09], [0.03, -0.16, 0.07], [-0.09, 0.08, -0.03], [-0.03, -0.06, -0.01], [0.03, -0.10, 0.01], [0.04, -0.02, -0.08], [0.05, -0.04, -0.06], [0.01, 0.05, 0.04], [0.00, -0.13, 0.11], [-0.01, 0.00, 0.03], [0.00, -0.03, 0.03], [0.05, -0.03, 0.00], [-0.02, -0.08, -0.06], [0.06, 0.08, -0.14], [-0.09, 0.04, -0.14], [0.06, -0.05, 0.04], [0.02, 0.04, 0.05], [0.09, 0.01, -0.05], [0.07, 0.03, 0.11], [0.03, 0.12, 0.04], [-0.04, 0.17, -0.03], [-0.02, -0.02, 0.05], [0.02, -0.04, -0.01], [0.09, -0.11, 0.04], [-0.08, 0.04, 0.01], [0.05, 0.06, -0.04], [0.11, 0.25, -0.12], [-0.21, -0.02, 0.04], [0.02, 0.06, -0.09], [0.01, -0.03, -0.02], [0.08, -0.07, 0.02], [0.00, 0.02, 0.02], [-0.01, 0.03, 0.03], [0.01, -0.01, 0.02], [0.00, 0.01, 0.00], [-0.05, 0.03, -0.01], [0.00, -0.06, 0.10], [0.01, 0.03, 0.04], [0.02, 0.02, 0.04], [-0.03, -0.04, -0.05], [-0.02, 0.00, -0.04], [-0.01, 0.02, 0.00], [0.00, -0.02, 0.00], [0.00, -0.01, -0.02], [0.01, 0.01, 0.01], [0.00, -0.06, 0.05], [-0.01, -0.03, 0.02], [0.15, 0.03, 0.02], [-0.01, 0.03, -0.03], [0.01, 0.00, -0.01], [0.01, 0.02, 0.03], [0.00, 0.03, -0.01], [0.01, -0.03, -0.01], [-0.03, 0.10, -0.05], [0.04, 0.18, 0.02], [0.01, -0.03, -0.01], [0.01, -0.04, 0.01], [0.02, 0.01, 0.03], [0.02, 0.02, 0.02], [-0.04, -0.01, 0.04], [0.02, 0.06, -0.03], [0.00, 0.00, -0.04], [-0.03, 0.05, 0.01], [0.01, 0.01, 0.00], [0.01, -0.03, 0.02], [0.00, 0.01, 0.01], [0.00, -0.01, -0.02], [0.02, -0.03, 0.01], [0.00, -0.02, 0.02], [0.00, 0.03, 0.00], [-0.05, -0.06, -0.06], [0.04, -0.01, 0.01], [-0.05, -0.01, 0.05], [0.00, -0.03, 0.01], [0.02, 0.01, 0.03], [-0.04, 0.01, 0.02], [0.02, 0.02, 0.03], [0.05, 0.02, -0.04], [0.03, 0.03, 0.04], [-0.01, 0.00, -0.02], [-0.05, -0.01, 0.00], [0.00, -0.01, 0.00], [-0.01, 0.00, -0.02], [-0.01, -0.02, -0.01], [0.07, 0.03, -0.08], [-0.02, 0.03, -0.05], [-0.03, 0.06, 0.04], [0.00, -0.04, -0.01], [0.00, -0.03, 0.03], [0.02, 0.00, 0.02], [-0.01, -0.01, -0.01], [0.01, -0.02, 0.00]], "total_energy_ev": -253133.72291, "lumo_ha": 0.0625, "total_charge": -1, "spin_multiplicity": 1}

=====

2.
{"formula": "C4H8N2O", "method": "ωB97M-V/def2-TZVPD", "species": ["C", "C", "O", "C", "N", "C", "N", "H", "H", "H", "H", "H", "H", "H", "H"], "positions_angstrom": [[1.900, 0.197, 0.412], [0.806, -0.310, -0.495], [0.076, -1.467, 0.037], [-1.128, -0.863, -0.220], [-2.311, -1.213, 0.011], [-0.534, 0.449, -0.670], [-0.908, 1.546, 0.211], [1.510, 0.642, 1.333], [2.481, 0.952, -0.129], [2.577, -0.622, 0.680], [1.226, -0.605, -1.463], [-2.355, -2.122, 0.469], [-0.727, 0.750, -1.704], [-1.910, 1.440, 0.364], [-0.488, 1.475, 1.130]], "forces_ev_per_a": [[-0.08, 0.02, 0.00], [0.26, 0.20, -0.08], [-0.06, -0.09, 0.04], [-0.49, -0.03, 0.16], [0.44, -0.06, -0.03], [0.00, -0.06, -0.19], [0.01, 0.17, -0.06], [0.07, -0.10, -0.12], [-0.10, -0.06, 0.16], [-0.15, 0.13, -0.05], [-0.07, 0.11, 0.13], [-0.01, -0.06, -0.08], [-0.07, -0.19, 0.14], [0.13, 0.23, -0.02], [0.12, -0.19, 0.00]], "relative_energy_ev": 1.882, "total_energy_ev": -9304.51164, "lumo_ha": 0.0345, "total_charge": 0, "spin_multiplicity": 1}